1.
The following is a quantum chemistry calculation of a structure of composition C8H11MnNO2, from the Open Molecules 2025 dataset.

Geometry as ORCA input:
```
! RIJCOSX wB97M-V def2-TZVPD def2/J DEFGRID3
* xyz -2 6
C -0.73823 1.22835 -1.57962
C -1.72857 0.48599 -0.90206
C -1.32195 -0.89606 -0.82820
C -0.08115 -1.03286 -1.56902
C 0.28556 0.31438 -2.04083
Mn 0.32162 0.28497 0.05753
N 2.11455 1.01888 -0.37697
C -0.08560 1.26331 1.51281
C -1.24721 0.56388 1.79525
H -1.91149 -1.74786 -0.45448
H -2.70880 0.85603 -0.52900
H 0.42125 -1.96261 -1.82497
H 1.18304 0.51244 -2.62783
H -0.72165 2.34115 -1.73209
H -2.21121 1.04435 1.57346
H 0.83871 0.92456 2.15459
H 2.66913 0.88362 0.53568
H -1.24968 -0.26683 2.53240
H -0.12063 2.32750 1.09996
O 2.15907 -2.93382 1.43700
C 1.57034 -2.04392 0.81067
O 0.73807 -1.14742 1.21679
H 1.82485 -2.01801 -0.26107
*
```

Results
lowest unoccupied orbital energy (spin up / spin down) = 6.4 / 6.2 eV
expectation value of S² = 8.829
HOMO energy (spin up / spin down) = 2.7 / 1.7 eV
Kohn-Sham gap (spin up / spin down) = 3.74 / 4.54 eV

Here are the natural (NBO) charges for atoms 1 to 8, given in e: -0.39, -0.31, -0.37, -0.37, -0.27, 0.88, -1.36, -0.66

2.
The following is a quantum chemistry calculation of a structure of composition C4H3N3O2, from the Open Molecules 2025 dataset.

Geometry as ORCA input:
```
! RIJCOSX wB97M-V def2-TZVPD def2/J DEFGRID3
* xyz 0 1
C 3.02525 0.91631 0.02593
C -0.84693 -0.36431 0.03806
C 1.17305 -0.70941 0.13348
C -2.21509 0.25980 -0.06613
N -0.65803 -1.64284 -0.06989
N 0.71275 -1.88204 -0.00598
N 2.89212 -0.29011 -0.00773
O 3.20266 2.04629 -0.05947
O 0.33151 0.33194 0.13505
H -2.11289 1.23475 0.36363
H -2.61321 0.47945 -1.02189
H -2.89119 -0.37983 0.53494
*
```

Results
lowest unoccupied orbital energy = 0.0 eV
HOMO energy = -10.5 eV
Kohn-Sham gap = 10.51 eV

Here are the natural (NBO) charges for atoms 1 to 8, given in e: 0.83, 0.47, 0.66, -0.67, -0.28, -0.30, -0.56, -0.46

3.
The following is a quantum chemistry calculation of an isolated molecule of CHNOS2, from the Open Molecules 2025 dataset.

Geometry as ORCA input:
```
! RIJCOSX wB97M-V def2-TZVPD def2/J DEFGRID3
* xyz 0 1
C -1.08520 0.15962 -0.21302
N 1.34821 -0.00598 0.51081
O 2.52101 -0.18934 0.72169
S -2.46195 0.08560 -0.99108
S 0.54192 -0.73513 -0.73357
H -0.86399 0.68523 0.70517
*
```

Results
lowest unoccupied orbital energy = -1.0 eV
SMILES string = O=NSC=S
HOMO energy = -9.5 eV
Kohn-Sham gap = 8.47 eV

Quick look at the natural (NBO) charges, all values in e: -0.44, -0.09, -0.29, 0.16, 0.44, 0.22

4.
The following is a quantum chemistry calculation of a cluster of 5 separate species, C27H62B3NO18 in total, from the Open Molecules 2025 dataset.

Geometry as ORCA input:
```
! RIJCOSX wB97M-V def2-TZVPD def2/J DEFGRID3
* xyz 0 1
O 0.54129 5.03595 -1.72463
N -0.27533 4.11971 -1.76514
O -1.38426 4.41015 -1.05859
B -2.26663 5.17305 -2.01116
O -3.34262 4.38472 -2.64637
B -4.01545 5.17073 -3.69861
O -4.13816 6.63881 -3.55836
B -2.76262 7.19333 -3.31357
C -2.07592 8.41105 -4.17447
C -0.86709 7.69872 -5.27487
C -1.53427 6.60024 -6.44212
O -0.64623 6.15806 -5.13013
O -2.01438 6.61815 -2.17964
H -4.43316 4.70153 -4.70925
H -1.42595 9.04828 -3.43893
H -2.80774 9.02443 -4.84975
H 0.08204 8.43110 -5.64494
H -0.82232 5.98551 -7.13723
H -2.44043 5.92484 -6.14688
C -2.56659 2.18238 0.75908
O -3.39270 1.39645 -0.08448
C -3.02344 1.45794 -1.46092
C -3.04003 0.06214 -2.10290
O -2.00662 -0.82428 -1.65577
C -2.05929 -1.26012 -0.29372
C -3.25459 -2.15840 0.05917
O -4.47216 -1.41518 0.05483
C -5.54606 -2.09486 -0.57347
H -2.89689 3.22160 0.74155
H -2.65731 1.79487 1.77847
H -1.51157 2.11371 0.47171
H -2.03218 1.90438 -1.59309
H -3.75873 2.09321 -1.96470
H -2.87485 0.19195 -3.17102
H -4.01783 -0.41216 -2.01169
H -1.98164 -0.41437 0.38516
H -1.15030 -1.84989 -0.13917
H -3.12214 -2.55839 1.06907
H -3.29282 -2.99470 -0.64815
H -5.22416 -2.61730 -1.48149
H -6.29401 -1.35118 -0.86525
H -5.99972 -2.79886 0.12706
C 2.59597 -4.63262 5.18827
O 2.62585 -4.77166 3.77706
C 1.58153 -5.59674 3.26388
C 0.93935 -4.96827 2.01755
O 0.16300 -3.78912 2.26351
C 0.86371 -2.62167 2.70394
C 1.82747 -2.01101 1.67513
O 2.96581 -2.84834 1.48028
C 3.33701 -2.98851 0.11920
H 3.07636 -5.49167 5.65800
H 3.14850 -3.72529 5.45100
H 1.57287 -4.51708 5.56281
H 0.80656 -5.78074 4.01550
H 2.03237 -6.55581 2.99013
H 0.24439 -5.69767 1.60522
H 1.67485 -4.78621 1.23317
H 1.35850 -2.80453 3.65469
H 0.08993 -1.87553 2.91009
H 2.19235 -1.04851 2.04646
H 1.28727 -1.84389 0.73629
H 2.46364 -3.09677 -0.53392
H 3.93851 -3.89771 0.02341
H 3.93744 -2.13110 -0.19146
C 0.97275 0.23229 -9.75912
O 0.00554 -0.52807 -9.05335
C 0.42824 -1.85932 -8.76384
C 0.08139 -2.24992 -7.31891
O 0.83901 -1.57297 -6.30829
C 0.62786 -0.16518 -6.16195
C -0.76831 0.23784 -5.66348
O -1.75642 0.00507 -6.66564
C -2.94401 -0.58275 -6.16156
H 0.91785 0.00853 -10.82510
H 0.74956 1.29228 -9.60369
H 1.98556 0.04893 -9.38367
H 1.50448 -1.98450 -8.92325
H -0.10290 -2.52399 -9.45240
H 0.31292 -3.30713 -7.20184
H -0.98742 -2.15903 -7.12203
H 0.89279 0.36160 -7.07547
H 1.35116 0.16315 -5.40896
H -0.77861 1.30904 -5.44021
H -0.99171 -0.31524 -4.74404
H -2.73236 -1.35734 -5.41573
H -3.46761 -1.05907 -6.99618
H -3.58670 0.18902 -5.73318
C 3.86953 -0.40127 5.83347
O 3.49153 0.18983 7.06613
C 2.07964 0.24661 7.26121
C 1.69902 -0.17726 8.68815
O 1.88758 -1.56768 8.97932
C 3.23236 -2.05623 9.00705
C 4.10712 -1.49812 10.13998
O 4.41381 -0.12255 9.91950
C 4.30513 0.67414 11.08717
H 3.81262 0.33699 5.03276
H 4.90292 -0.74892 5.92732
H 3.24830 -1.27125 5.59352
H 1.54738 -0.38566 6.54267
H 1.77286 1.28509 7.10166
H 0.63318 0.00726 8.81032
H 2.19285 0.44176 9.43803
H 3.70808 -1.93164 8.03733
H 3.14876 -3.13669 9.16060
H 5.05630 -2.04196 10.16698
H 3.59000 -1.64554 11.09498
H 3.43061 0.40120 11.68865
H 4.18292 1.71639 10.77669
H 5.21608 0.58543 11.68255
*
```

Results
lowest unoccupied orbital energy = -0.5 eV
SMILES string = O=NOB1OBOB(C[C@@H]2CO2)O1.COCCOCCOC.COCCOCCOC.COCCOCCOC.COCCOCCOC
HOMO energy = -8.8 eV
Kohn-Sham gap = 8.31 eV

Here are the Mulliken charges for atoms 1 to 8, given in e: -0.34, 0.22, -0.16, 0.21, 0.12, 0.31, -0.46, 0.36

5.
The following is a quantum chemistry calculation of a structure of composition C4H7FN2O, from the Open Molecules 2025 dataset.

Geometry as ORCA input:
```
! RIJCOSX wB97M-V def2-TZVPD def2/J DEFGRID3
* xyz 0 1
C 1.01588 1.97596 -0.03382
C 0.77439 0.36978 0.15296
C -0.56079 -1.23802 -1.03217
C -0.82642 -2.09420 -0.17701
H -0.45917 3.67076 0.71247
H 0.23382 3.39998 -1.45852
H 1.74754 2.05598 -0.81388
H 1.41835 2.25914 0.94528
H -1.05571 0.89257 -0.69787
H -0.01425 -1.59533 -2.15722
H -0.96547 -3.03913 -0.69200
N -0.24275 2.77293 -0.24978
N -0.42651 0.13504 -0.48690
O 1.41340 -0.51767 0.69346
F -1.10510 -1.99328 1.14566
*
```

Results
lowest unoccupied orbital energy = -0.1 eV
HOMO energy = -9.3 eV
Kohn-Sham gap = 9.28 eV

Here are the natural (NBO) charges for atoms 1 to 8, given in e: -0.34, 0.68, -0.12, 0.23, 0.40, 0.36, 0.21, 0.21

6.
The following is a quantum chemistry calculation of a structure of composition C23H18AgN2O2, from the Open Molecules 2025 dataset.

Geometry as ORCA input:
```
! RIJCOSX wB97M-V def2-TZVPD def2/J DEFGRID3
* xyz -1 1
Ag -0.52180 1.45301 -0.45779
C 2.73938 0.07444 -1.73035
O 2.20513 0.07790 -0.42451
C 1.82814 -1.11043 0.10446
C 2.22065 -2.34450 -0.40073
C 1.80245 -3.51711 0.21808
C 0.98428 -3.46194 1.33564
C 0.57598 -2.22943 1.82502
C 0.98988 -1.04664 1.22763
N 0.54057 0.24641 1.59332
N 0.09018 0.30827 2.76562
C -0.45986 1.48250 3.21476
C -0.63671 2.66323 2.43415
O -0.28072 2.83065 1.23161
C -1.27551 3.78907 3.10396
C -1.67976 3.74701 4.38694
C -1.50247 2.57126 5.18600
C -1.92229 2.53186 6.52773
C -1.74743 1.40845 7.29483
C -1.13345 0.28468 6.71814
C -0.71621 0.30130 5.41068
C -0.89103 1.44506 4.59568
H 3.73096 -0.38948 -1.75944
H 2.82354 1.11908 -2.01889
H 2.06556 -0.43337 -2.42877
H 2.84623 -2.39748 -1.28004
H 2.11008 -4.47227 -0.18932
H 0.64262 -4.37350 1.80967
H -0.09811 -2.15923 2.66801
H -1.40586 4.67581 2.49546
H -2.15003 4.61277 4.84330
H -2.39048 3.41683 6.94633
H -2.07413 1.38769 8.32702
H -0.98354 -0.60948 7.31207
H -0.23769 -0.56715 4.98279
C -1.04179 -1.10238 -4.65943
C -0.90064 -1.74144 -3.43467
C -0.79144 -0.99604 -2.26424
C -0.81722 0.40953 -2.24789
C -0.96602 1.01399 -3.50645
C -1.07591 0.28522 -4.68719
H -1.12618 -1.67591 -5.57574
H -0.87318 -2.82574 -3.38938
H -0.67551 -1.53910 -1.32968
H -0.99725 2.09684 -3.57585
H -1.18780 0.80426 -5.63414
*
```

Results
lowest unoccupied orbital energy = 2.8 eV
HOMO energy = -4.2 eV
Kohn-Sham gap = 6.99 eV

Here are the natural (NBO) charges for atoms 1 to 8, given in e: 0.64, -0.25, -0.48, 0.30, -0.30, -0.21, -0.25, -0.22

7.
The following is a quantum chemistry calculation of a structure of composition C31H42N9PSe2SiTl, from the Open Molecules 2025 dataset.

Geometry as ORCA input:
```
! RIJCOSX wB97M-V def2-TZVPD def2/J DEFGRID3
* xyz -1 1
Tl -1.63657 1.37557 0.37622
C -4.32953 -1.02214 0.79470
C -3.43121 -0.97907 2.03408
N -2.01849 -1.06752 1.68172
C -1.60289 -2.35192 1.14660
C -0.87820 -2.32583 -0.20763
N -1.42350 -1.33449 -1.09544
C -2.69661 -1.70426 -1.70901
C -3.78459 -0.62816 -1.58954
N -3.89527 -0.10621 -0.24581
H -5.35515 -0.81325 1.11806
H -4.34679 -2.03468 0.38169
H -3.74233 -1.78661 2.71572
H -3.57315 -0.02123 2.53643
H -1.45221 -0.78628 2.47327
H -2.48810 -2.97463 0.99198
H -0.98186 -2.90920 1.85152
H -0.91346 -3.34816 -0.60679
H 0.74419 -1.03799 0.08038
H -0.74897 -1.05194 -1.79654
H -3.05227 -2.63038 -1.24766
H -2.56567 -1.93322 -2.77202
H -4.72159 -1.07619 -1.96336
H -3.53081 0.20557 -2.24408
H -4.35637 0.79204 -0.18192
Se 0.87890 0.99126 1.36654
P 0.25860 0.79764 3.51428
Se -3.22610 2.66344 1.80999
C 1.55432 -0.31936 4.20686
C 2.69816 -0.75196 3.54194
C 3.58922 -1.62393 4.15598
C 3.35573 -2.06886 5.44877
C 2.21951 -1.64275 6.12473
C 1.32511 -0.78468 5.50347
C 0.79073 2.40082 4.23341
C 2.02339 2.61605 4.84646
C 2.34621 3.86730 5.35194
C 1.44282 4.91623 5.24481
C 0.21514 4.70831 4.63140
C -0.11562 3.45651 4.13263
H 2.88866 -0.40766 2.53236
H 4.46965 -1.95412 3.61816
H 4.05109 -2.74867 5.92558
H 2.02390 -1.98801 7.13261
H 0.43068 -0.46710 6.02939
H 2.73775 1.80595 4.92648
H 3.30819 4.02443 5.82521
H 1.69741 5.89348 5.63732
H -0.49322 5.52215 4.53735
H -1.07186 3.29730 3.64010
N 2.06133 2.15275 -1.94802
C 2.10934 0.90314 -2.43883
N 2.70412 0.73746 -3.63075
C 2.74520 -0.53451 -4.03176
N 3.27340 -0.75704 -5.27596
N 2.31470 -1.60003 -3.36865
C 1.74013 -1.31118 -2.18127
N 1.58865 -0.07185 -1.69289
C 1.29283 -2.38954 -1.36772
C 1.50359 -3.74643 -1.60160
C 1.47990 -4.65831 -0.56997
C 1.53063 -4.10849 0.74654
C 1.26268 -2.81019 0.97916
N 0.61656 -2.05271 -0.10038
H 2.38646 2.90987 -2.51782
H 1.57317 2.32763 -1.08579
H 3.83973 -0.01620 -5.64988
H 3.54834 -1.70391 -5.46866
H 1.78052 -4.03441 -2.60749
H 1.66417 -5.70882 -0.73940
H 1.90325 -4.70560 1.57073
H 1.42848 -2.26157 1.89363
C -2.74109 2.91738 -5.37681
Si -1.13883 2.14529 -4.77934
C 0.28529 3.30979 -5.12187
C -0.85781 0.52484 -5.67411
C -1.27221 1.83539 -2.98700
C -1.35755 1.62363 -1.78998
H -2.66449 3.24531 -6.41657
H -2.99722 3.78173 -4.76155
H -3.56420 2.20310 -5.30499
H 0.35659 3.54417 -6.18720
H 1.22410 2.84889 -4.80869
H 0.15932 4.24511 -4.57223
H -0.75562 0.67938 -6.75127
H -1.69302 -0.15960 -5.50707
H 0.05265 0.04190 -5.31491
*
```

Results
lowest unoccupied orbital energy = 2.6 eV
HOMO energy = -4.1 eV
Kohn-Sham gap = 6.63 eV

Here are the Mulliken charges for atoms 1 to 8, given in e: 1.10, -0.87, -1.00, 0.77, -1.72, -0.58, 0.38, -0.66

What are the F_max values for these records? In order: 6.238; 6.156; 2.842; 5.761; 8.225; 0.202; 0.525 eV/A.
What are the energy values for these records? In order: -1667.380898; -468.892949; -964.953171; -2549.270456; -441.021968; -1294.222361; -7305.585255 a.u..